# C42H30IN3O4PRuS

C42H30IN3O4PRuS as an isolated structure (ωB97M-V with the def2-TZVPD basis set, OMol25).

```
83
Properties=species:S:1:pos:R:3:forces:R:3
Ru -0.026728 0.828859 0.767464 0.204 0.157 0.140
O -1.468141 2.405964 0.950260 0.069 -0.230 0.207
N -1.777547 3.027099 -0.129756 -0.107 0.309 0.102
N -1.154461 2.674172 -1.163235 0.246 -0.051 -0.163
O -0.220238 1.748040 -1.183332 -0.426 -0.093 -0.158
C -1.447423 3.322875 -2.415448 -0.001 0.068 -0.147
C -2.453898 4.276555 -2.504240 -0.017 -0.034 0.056
C -2.708320 4.866348 -3.730449 -0.018 0.011 0.020
C -1.970297 4.512308 -4.852427 0.007 -0.004 -0.012
C -0.966138 3.564350 -4.743525 0.014 -0.004 0.001
C -0.693883 2.962898 -3.522388 0.025 -0.021 0.062
H -3.021578 4.546572 -1.626296 0.003 0.005 -0.010
H -3.490664 5.609768 -3.808965 0.004 -0.006 0.011
H -2.177259 4.978843 -5.806660 0.002 -0.005 0.009
H -0.380782 3.287876 -5.610755 0.001 -0.002 0.013
H 0.098279 2.234717 -3.419402 0.004 -0.025 0.005
O 3.335781 -0.365273 2.743840 0.019 0.015 0.011
C 2.835494 -0.554119 1.653198 -0.042 0.103 0.035
O 2.329928 0.339659 0.857642 0.058 -0.125 0.104
C 2.824059 -1.928625 1.032320 0.012 -0.024 -0.025
C 3.648276 -2.930604 1.520306 0.037 -0.062 -0.003
C 3.782168 -4.120170 0.819906 -0.017 0.037 0.020
C 3.107657 -4.290085 -0.382598 -0.009 0.015 -0.015
C 2.255431 -3.300342 -0.853449 0.029 -0.021 -0.031
C 2.075209 -2.126847 -0.124787 0.024 -0.030 -0.044
P 0.948333 -0.784747 -0.647306 0.076 -0.130 -0.108
C -0.431816 -1.653464 -1.543107 0.031 -0.008 -0.033
C -0.740776 -3.007503 -1.431443 -0.044 -0.029 0.016
C -1.877782 -3.540597 -2.026815 -0.019 0.005 -0.005
C -2.735659 -2.729486 -2.751785 0.021 -0.002 0.015
C -2.440593 -1.378788 -2.882546 0.034 -0.001 0.018
C -1.305588 -0.851583 -2.286165 -0.028 -0.039 -0.023
C 1.846905 -0.019923 -2.051041 -0.003 -0.005 -0.030
C 1.754891 -0.591635 -3.319447 -0.001 0.043 -0.012
C 2.432709 -0.037054 -4.397563 -0.006 -0.014 0.004
C 3.209374 1.097824 -4.221844 -0.007 -0.017 0.018
C 3.317362 1.663022 -2.958518 -0.001 0.008 0.007
C 2.648581 1.106954 -1.878680 -0.008 0.032 -0.041
H 4.202312 -2.734267 2.429402 -0.007 -0.001 -0.009
H 4.437791 -4.899216 1.188198 -0.007 0.009 0.000
H 3.246747 -5.194474 -0.961853 -0.001 0.011 0.006
H 1.750147 -3.445326 -1.799262 0.035 0.010 0.022
H -0.111781 -3.670661 -0.858854 -0.036 0.019 0.017
H -2.089396 -4.596669 -1.913034 -0.002 0.007 -0.002
H -3.622257 -3.144865 -3.214206 0.005 0.005 0.006
H -3.093856 -0.728268 -3.451236 0.003 -0.009 0.001
H -1.090329 0.200469 -2.397445 0.014 0.034 -0.009
H 1.144336 -1.469886 -3.483490 -0.010 0.003 0.015
H 2.348275 -0.497216 -5.374167 0.003 0.009 0.006
H 3.735021 1.534871 -5.061281 -0.003 -0.001 -0.003
H 3.930025 2.543085 -2.807366 -0.003 -0.009 -0.003
H 2.755807 1.538998 -0.896037 0.006 -0.016 -0.005
I 1.534445 3.360442 1.070091 -0.008 0.032 0.068
C 0.700425 3.234541 2.989060 0.022 0.030 -0.043
C 0.702355 4.399583 3.700034 0.026 0.058 -0.018
C 0.338826 4.400157 5.059521 -0.015 -0.028 0.018
C 0.070892 3.213455 5.670335 -0.005 0.004 -0.015
C 0.090094 1.993941 4.949366 0.015 -0.016 0.025
C -0.078063 0.776245 5.652221 -0.001 0.011 -0.036
C 0.003088 -0.401790 4.980978 0.020 0.023 -0.009
C 0.118993 -0.401974 3.575069 -0.088 -0.063 0.091
C 0.200025 0.733176 2.815004 -0.064 0.180 -0.064
C 0.320154 1.978044 3.540882 0.009 -0.033 0.028
H 1.015146 5.320312 3.226045 -0.010 -0.001 0.015
H 0.322945 5.330607 5.612124 0.005 -0.012 -0.007
H -0.148904 3.173487 6.730813 0.007 0.009 -0.006
H -0.229737 0.809979 6.724430 0.001 -0.002 -0.004
H -0.059121 -1.347436 5.505846 -0.006 0.011 0.011
H 0.120132 -1.366444 3.102263 -0.002 -0.015 0.016
S -4.234599 -0.951888 1.252797 -0.003 -0.085 0.008
C -2.911948 0.095227 1.014160 -0.144 0.001 -0.103
N -1.727533 -0.432448 1.064195 0.233 0.137 -0.035
C -1.818660 -1.799919 1.353325 -0.017 -0.087 0.087
C -0.771793 -2.698832 1.552136 0.090 -0.090 -0.040
C -1.055347 -4.012434 1.852860 -0.011 0.016 -0.022
C -2.377152 -4.467394 1.949928 -0.011 0.069 -0.010
C -3.427068 -3.594555 1.762102 0.026 -0.055 -0.011
C -3.129001 -2.263794 1.475560 -0.092 0.086 -0.009
H -3.065141 1.148677 0.848615 -0.034 -0.060 0.015
H 0.257354 -2.378549 1.468841 -0.106 -0.015 -0.012
H -0.235114 -4.701890 2.008881 -0.016 -0.002 -0.001
H -2.574376 -5.505733 2.181394 -0.001 0.008 -0.001
H -4.455060 -3.923264 1.840809 0.020 -0.011 0.008
```
Forces are in eV/Å.

Results
* net charge: 0
* HOMO (alpha / beta): -7.2 / -7.4 eV
* lowest unoccupied orbital energy (alpha / beta): 0.001 / -0.010 Ha
* spin multiplicity: 2

Results of the Mulliken charge analysis, in e, for atoms 1 through 2:
1. Ru -1.220
2. O -0.257